Entry 1:
# C14H16O2

A 2-piece molecular cluster, C14H16O2 overall at a distorted geometry (ωB97M-V/def2-TZVPD, the Open Molecules 2025 dataset).

```
32
Properties=species:S:1:pos:R:3:forces:R:3:nbo_charge:R:1
C -2.279 4.277 0.191 2.262 -0.646 2.003 -0.63
C -1.811 2.980 -0.512 0.256 2.515 -1.123 -0.03
C -0.924 3.088 -1.641 -2.200 -4.908 2.960 -0.20
C -0.508 1.915 -2.249 0.042 -0.632 -3.086 -0.26
C -1.035 0.705 -1.830 0.517 -2.402 2.500 0.26
O -0.670 -0.546 -2.382 -0.198 1.073 -0.065 -0.70
C -1.705 0.565 -0.564 -0.689 1.723 -2.045 -0.23
C -2.304 1.771 -0.075 1.495 -2.320 0.047 -0.21
H -2.203 4.151 1.336 0.193 0.034 -1.608 0.21
H -3.311 4.423 0.078 -1.429 0.617 -0.712 0.22
H -1.642 5.180 -0.031 -0.909 -0.963 -0.144 0.22
H -0.486 3.914 -1.944 1.560 4.301 -1.158 0.20
H 0.088 1.865 -3.277 -1.074 0.443 2.472 0.22
H -0.815 -0.542 -3.337 0.118 0.158 0.175 0.48
H -1.796 -0.434 -0.106 -0.485 0.694 -0.595 0.24
H -3.052 1.673 0.708 0.307 0.363 0.161 0.21
C -1.034 -2.381 2.628 0.922 1.682 -2.762 -0.64
C 0.219 -2.115 1.677 -0.171 -2.220 1.507 0.01
C 1.110 -3.204 1.411 1.564 4.475 -0.623 -0.22
C 2.406 -2.957 0.901 0.283 1.339 -1.603 -0.26
C 2.694 -1.557 0.449 -2.912 -2.455 1.432 0.31
O 3.960 -1.153 0.294 2.231 0.840 -2.314 -0.70
C 1.612 -0.673 0.451 2.001 -1.199 0.237 -0.27
C 0.464 -0.907 1.120 0.061 -2.599 0.701 -0.22
H -1.539 -1.421 2.884 0.705 -0.626 0.312 0.21
H -0.805 -3.019 3.457 -0.024 -0.168 0.378 0.22
H -1.718 -2.810 1.913 -0.686 -0.832 0.255 0.22
H 0.658 -4.046 1.719 -0.396 -3.728 0.905 0.20
H 3.208 -3.738 0.637 -1.466 1.170 0.845 0.23
H 4.221 -0.691 -0.576 -1.180 -1.078 1.972 0.49
H 1.711 0.304 0.183 0.888 2.625 -1.187 0.21
H -0.280 -0.248 1.310 -1.586 2.722 0.163 0.20
```
Forces are in eV/Å.

Results
HOMO energy in eV: -8.1
Total charge: 0
LUMO energy in eV: 0.7
F_max in eV/Å: 6.14
Calculated total energy in eV: -18869.3462
2S+1: 1

***

Entry 2:
# H2INS

A 2-piece molecular cluster, H2INS overall at a distorted geometry (ωB97M-V/def2-TZVPD, the Open Molecules 2025 dataset).

```
5
Properties=species:S:1:pos:R:3:forces:R:3:nbo_charge:R:1
N 0.634 0.063 0.422 -1.011 -1.467 0.230 -0.70
S -1.246 2.440 1.255 0.838 -0.881 0.178 -0.17
I -2.389 3.266 -0.565 0.171 -0.230 -0.083 0.19
H 0.941 0.931 0.001 1.066 -0.065 0.204 0.34
H 1.344 -0.635 0.870 -1.063 2.642 -0.529 0.35
```
Forces are in eV/Å.

Results
HOMO energy (spin up / spin down) in eV: -8.5 / -8.5
Total charge: 0
LUMO energy (spin up / spin down) in eV: -3.6 / -3.6
F_max in eV/Å: 2.90
Calculated total energy in eV: -20453.4023
2S+1: 1

***

Entry 3:
# C3Br2N2O5S

C3Br2N2O5S as an isolated structure at a distorted geometry (ωB97M-V/def2-TZVPD, the Open Molecules 2025 dataset).

```
13
Properties=species:S:1:pos:R:3:forces:R:3:nbo_charge:R:1
C 0.673 -1.430 1.078 0.579 0.494 -0.210 0.54
C -1.181 -1.004 -0.213 -0.490 -1.289 0.907 0.74
C 1.295 -0.321 0.185 -3.561 0.235 -1.950 -0.17
N -0.558 -1.721 0.777 -0.906 -0.709 0.120 -0.66
N -0.423 -0.056 -0.865 3.930 0.854 1.275 -0.72
O -0.875 1.704 0.881 -0.298 0.037 0.047 -1.04
O 1.391 -1.925 1.942 0.465 -0.184 0.363 -0.70
O -2.323 -1.254 -0.560 -0.293 0.167 -0.217 -0.65
O 0.386 2.259 -1.137 -0.077 -0.027 -0.105 -1.05
O -1.986 1.863 -1.285 -0.378 -0.153 -0.008 -1.02
S -0.764 1.571 -0.564 -0.542 0.942 -0.754 2.50
Br 2.419 -0.903 -1.202 0.553 -0.557 -0.515 0.06
Br 1.946 1.217 0.961 1.018 0.191 1.046 0.18
```
Forces are in eV/Å.

Results
HOMO energy in eV: -2.0
Total charge: -2
LUMO energy in eV: 5.1
F_max in eV/Å: 4.22
Calculated total energy in eV: -167248.3779
2S+1: 1

***

Entry 4:
# C3H6N4O

C3H6N4O as an isolated structure at a distorted geometry (ωB97M-V/def2-TZVPD, the Open Molecules 2025 dataset).

```
14
Properties=species:S:1:pos:R:3:forces:R:3:nbo_charge:R:1
C 0.478 0.233 -0.215 -2.445 -2.774 -3.677 0.45
C -1.234 -1.412 -0.109 0.603 0.127 0.782 -0.36
C -1.491 -0.588 1.139 0.357 -0.400 1.798 0.07
H 2.347 2.115 -0.852 0.107 5.084 -2.544 0.47
H 1.865 -0.057 -1.955 -1.814 2.967 4.393 0.41
H -1.196 -2.419 0.208 0.547 -1.298 0.662 0.21
H -2.104 -1.599 -0.828 1.406 1.654 0.030 0.23
H -1.703 -1.293 2.237 0.065 2.803 -3.396 0.21
H 0.374 1.915 0.714 -2.713 -0.822 -0.705 0.39
N 1.395 0.760 -1.035 5.717 -1.749 -3.770 -0.38
N 0.207 -1.034 -0.494 -1.993 2.322 0.919 -0.41
N -1.105 0.644 1.234 -2.219 -1.609 3.767 -0.29
N -0.418 1.277 0.260 3.915 -1.496 0.486 -0.41
O 2.584 1.458 -0.305 -1.533 -4.810 1.254 -0.57
```
Forces are in eV/Å.

Results
HOMO energy in eV: -9.2
Total charge: 0
LUMO energy in eV: 0.4
F_max in eV/Å: 7.07
Calculated total energy in eV: -11208.7647
2S+1: 1

***

Entry 5:
# C5H12N2O2

C5H12N2O2 as an isolated structure at a distorted geometry (ωB97M-V/def2-TZVPD, the Open Molecules 2025 dataset).

```
21
Properties=species:S:1:pos:R:3:forces:R:3:nbo_charge:R:1
C 1.053 -1.192 -0.914 0.063 -0.016 -0.056 -0.32
C 2.137 -0.430 -0.154 -0.371 -0.206 0.173 0.67
N 1.870 -0.198 1.146 0.116 -0.001 0.313 -0.82
N 0.922 -0.623 -2.248 0.205 -0.038 -0.260 -0.85
O 3.180 -0.117 -0.689 0.190 0.097 -0.293 -0.63
H 0.933 -0.270 1.514 -0.022 0.019 -0.120 0.42
H 2.543 0.345 1.664 -0.018 -0.049 -0.069 0.40
H 1.851 -0.341 -2.560 -0.100 -0.079 0.030 0.38
H 0.575 -1.313 -2.907 0.045 0.116 0.094 0.36
H 0.095 -1.119 -0.394 0.045 -0.024 0.105 0.19
H 1.365 -2.249 -0.917 -0.058 0.154 0.055 0.20
C -2.098 -0.634 1.713 0.482 -0.916 0.868 0.30
C -0.560 2.249 0.510 -0.091 -0.239 -1.038 -0.24
C -0.412 1.742 -0.570 0.278 0.815 1.257 -0.25
O -1.036 -0.179 2.057 -0.427 0.029 -0.187 -0.53
H -0.778 2.704 1.432 -0.051 0.167 0.468 0.23
H -3.024 -0.441 2.270 -0.143 0.474 -0.118 0.12
H -2.172 -1.442 0.970 0.045 0.252 -0.402 0.11
H -3.549 0.968 -0.172 1.315 0.480 -0.247 -0.03
H -2.810 1.237 -0.285 -1.518 -0.548 0.239 0.02
H -0.086 1.302 -1.466 0.015 -0.489 -0.810 0.26
```
Forces are in eV/Å.

Results
HOMO energy in eV: -9.5
Total charge: 0
LUMO energy in eV: 0.4
F_max in eV/Å: 1.63
Calculated total energy in eV: -12451.3389
2S+1: 1

***

Entry 6:
# C20H26IN4O2ReS

C20H26IN4O2ReS as an isolated structure at a distorted geometry (ωB97M-V/def2-TZVPD, the Open Molecules 2025 dataset).

```
55
Properties=species:S:1:pos:R:3:forces:R:3:nbo_charge:R:1
Re -0.269 0.098 0.001 0.028 -2.127 -1.449 1.04
C -1.691 0.507 2.710 0.426 0.395 0.413 -0.25
C -0.258 1.011 2.868 -0.459 -0.372 0.382 -0.25
N 0.272 1.524 1.578 0.002 -0.264 -0.343 -0.62
C -0.099 2.924 1.242 -0.191 0.540 -0.303 -0.25
C -1.507 3.089 0.685 0.137 0.118 -0.151 -0.52
S -1.956 1.786 -0.545 -0.029 -0.348 0.478 0.44
C -3.440 1.033 0.242 0.001 -0.046 -0.101 -0.54
C -3.150 -0.316 0.903 -0.470 0.030 -0.393 -0.25
N -1.800 -0.367 1.511 0.536 -0.041 -0.238 -0.60
H -2.372 1.349 2.604 -0.069 -0.133 -0.058 0.22
H -1.982 -0.034 3.616 -0.055 0.035 -0.156 0.27
H 0.385 0.182 3.178 0.024 0.137 -0.024 0.23
H -0.222 1.785 3.641 0.080 -0.082 -0.078 0.26
H 1.286 1.561 1.706 0.037 -0.260 -0.215 0.44
H 0.614 3.269 0.490 0.020 -0.072 0.139 0.24
H 0.009 3.566 2.125 0.040 -0.103 -0.091 0.26
H -1.570 4.033 0.142 0.004 -0.005 0.131 0.29
H -2.264 3.106 1.464 -0.088 -0.048 -0.085 0.25
H -4.162 0.899 -0.564 -0.020 0.022 0.103 0.29
H -3.852 1.769 0.932 -0.009 0.008 -0.058 0.26
H -3.207 -1.109 0.151 0.041 0.069 0.174 0.24
H -3.920 -0.510 1.660 0.137 -0.029 -0.069 0.26
H -1.649 -1.329 1.826 0.053 0.049 -0.089 0.43
C -2.476 -3.099 -2.942 -0.276 -0.011 -0.241 -0.68
C -1.670 -3.603 -1.813 0.797 1.190 0.671 0.29
N -1.656 -4.864 -1.522 -1.305 -0.911 -1.430 -0.38
C -0.946 -5.452 -0.592 0.759 0.826 0.917 0.15
C -0.024 -4.718 0.159 -0.283 0.336 0.290 -0.01
C 0.744 -5.382 1.266 0.560 -0.933 -0.538 -0.11
O 1.094 -4.474 2.279 -0.072 0.437 0.430 -0.74
C 0.051 -3.330 -0.081 -0.441 -0.144 0.146 -0.15
C 1.156 -2.593 0.450 0.226 -0.592 0.232 0.21
N 1.259 -1.308 0.550 -1.398 0.690 -0.645 -0.52
C 2.531 -0.784 0.850 0.949 0.473 0.084 0.11
C 3.340 -1.328 1.848 -0.245 0.104 -0.161 -0.23
C 4.605 -0.819 2.081 0.035 0.102 -0.082 -0.15
C 5.079 0.245 1.329 -0.012 -0.063 0.003 -0.15
C 4.302 0.785 0.311 -0.047 0.150 -0.190 -0.22
C 3.039 0.277 0.088 -0.256 -0.111 -0.240 -0.18
I 1.831 1.003 -1.559 0.013 -0.376 1.295 0.59
C -0.858 -2.698 -1.002 0.083 -2.985 -0.119 0.31
O -0.930 -1.445 -1.181 0.664 3.923 1.553 -0.52
H -3.277 -3.799 -3.170 -0.048 0.040 0.095 0.28
H -1.859 -3.040 -3.842 0.115 0.064 -0.002 0.27
H -2.868 -2.105 -2.745 -0.080 0.054 -0.069 0.23
H -1.135 -6.504 -0.427 0.105 -0.137 0.078 0.24
H 1.653 -5.832 0.825 -0.181 0.007 0.147 0.21
H 0.147 -6.211 1.667 0.010 0.134 -0.154 0.22
H 1.318 -4.966 3.080 -0.010 0.051 -0.096 0.51
H 2.028 -3.192 0.701 0.014 0.155 -0.042 0.25
H 2.971 -2.151 2.441 -0.108 -0.131 0.101 0.25
H 5.226 -1.264 2.842 0.035 0.008 0.115 0.26
H 6.059 0.649 1.525 0.111 0.054 -0.047 0.27
H 4.687 1.579 -0.309 0.108 0.123 -0.016 0.26
```
Forces are in eV/Å.

Results
HOMO energy (spin up / spin down) in eV: -17.2 / -17.1
Total charge: +3
LUMO energy (spin up / spin down) in eV: -12.1 / -12.1
F_max in eV/Å: 4.27
Calculated total energy in eV: -52256.2707
2S+1: 2
<S²>: 0.7820